37
Properties=species:S:1:pos:R:3:forces:R:3 method="wB97M-V/def2-TZVPD" energy_ev=-231834.7159 charge=+1
C -3.602 0.072 -2.365 0.417 0.242 0.274
C -3.343 -0.504 -1.335 1.296 -0.119 0.111
C -2.690 -1.319 -0.231 -1.709 -0.385 -0.704
C -1.637 -2.318 -0.804 -0.137 0.038 0.346
C -0.135 -1.841 -0.793 -0.166 -0.156 -0.899
C 0.107 -0.396 -0.372 0.425 1.335 0.567
C -0.403 0.715 -1.100 0.161 -0.257 0.437
C -0.169 2.058 -0.698 -0.405 -1.945 0.533
C 0.594 2.264 0.443 -0.742 1.364 -0.702
N 1.101 1.217 1.105 -0.920 0.202 -1.236
F 1.861 1.523 2.172 0.059 -0.285 -0.036
C 0.898 -0.073 0.767 0.238 -1.630 0.410
C 1.588 -1.098 1.676 0.267 0.920 0.093
C 1.088 -1.060 3.165 0.731 -1.630 0.532
C 0.620 -2.474 3.676 -0.308 1.209 0.233
F 0.062 -0.139 3.378 0.436 -0.155 -0.410
H -3.660 0.685 -3.258 -0.408 -0.526 0.566
H -3.520 -1.940 0.177 0.559 0.362 -0.035
H -2.346 -0.695 0.612 -0.017 -0.164 -0.511
H -1.945 -2.586 -1.830 0.210 0.192 0.495
H -1.709 -3.256 -0.215 0.140 0.611 -0.280
H 0.242 -1.929 -1.837 -0.136 0.109 0.638
H 0.448 -2.582 -0.220 -0.208 0.704 -0.166
H -1.009 0.521 -1.996 0.312 0.114 0.464
H -0.612 2.854 -1.299 0.300 -0.095 0.671
H 0.771 3.293 0.787 0.256 -0.821 0.215
H 1.546 -2.127 1.296 -0.226 0.660 -0.062
H 2.665 -0.816 1.679 -0.607 -0.239 0.002
H 1.963 -0.797 3.794 -0.717 0.437 -0.334
H 1.128 -2.668 4.638 -0.252 -0.220 -0.626
H 0.792 -3.278 2.943 -0.076 0.311 0.452
H -0.460 -2.360 3.908 0.543 -0.365 -0.272
C 2.073 4.210 -3.609 0.106 0.179 -0.271
Br 1.873 5.641 -2.329 -0.041 -0.197 -0.068
Br 1.633 2.495 -2.822 0.624 0.299 -0.729
Br 1.064 4.535 -5.217 0.077 -0.072 0.242
H 3.119 4.173 -3.888 -0.080 -0.028 0.059